(1)
ORCA calculation (ωB97M-V with the def2-TZVPD basis set) on C8H10N4O2 in the gas phase.

orbital gap	0.3544	Ha
energy above the lowest of the compared OMol25 structures with the same formula, charge and spin	307.4	kJ/mol
electronic energy	-680.2332	a.u.
structure (SMILES)	Cn1nnnc1C(C=O)(C=O)C1CC1

The geometry in XYZ format:
```
24
C8H10N4O2, DFT ωB97M-V with the def2-TZVPD basis set
C -1.58390 0.38080 0.00090
C -0.10272 -1.44042 0.95034
C 0.45739 -0.68339 -1.45764
C 2.20137 0.88648 0.46677
C 1.35189 1.85674 -0.29486
C 0.71218 0.89054 0.65901
C -3.11113 -1.60223 -0.54183
C -0.23504 -0.18666 0.15375
N -1.84378 1.66355 0.16670
N -3.14354 1.81227 -0.00902
N -3.69778 0.70534 -0.27467
N -2.75825 -0.24049 -0.28300
O -0.99793 -2.05265 1.46830
O -0.21880 -0.72647 -2.42253
H 0.95037 -1.76715 1.05208
H 1.51159 -0.94281 -1.37661
H 2.70048 0.09013 -0.06156
H 2.79426 1.27413 1.28205
H 1.37944 2.90104 -0.03319
H 1.20057 1.68156 -1.35157
H 0.36283 1.30771 1.59517
H -2.55694 -1.98259 -1.39978
H -2.90038 -2.21882 0.33237
H -4.17832 -1.61619 -0.75516
```

(2)
ORCA calculation (ωB97M-V with the def2-TZVPD basis set) on 7 unconnected molecules or ions with the total composition C18H44Br4N2O7.

2S+1	2
orbital gap (spin up / spin down)	0.0806 / 0.2279	Ha
⟨S²⟩	0.7533
electronic energy	-11644.1783	a.u.
charge	-1

The geometry in XYZ format:
```
75
C18H44Br4N2O7, DFT ωB97M-V with the def2-TZVPD basis set
C -16.66437 -19.53157 7.17278
N -17.06523 -18.12219 7.39376
O -16.46273 -17.35673 8.16196
O -18.05500 -17.78107 6.77661
H -15.62612 -19.46092 6.84850
H -17.33934 -19.96816 6.43663
H -16.74863 -20.04790 8.12902
C -15.70933 -22.48662 0.88949
N -14.66663 -23.33050 0.23852
O -14.94115 -24.50412 0.11151
O -13.61218 -22.76802 -0.07471
H -16.45368 -22.31935 0.11099
H -15.28526 -21.48788 0.99337
H -15.97104 -23.06437 1.77594
Br -15.03934 -15.13142 1.38290
C -14.22215 -16.74968 2.25542
C -14.08256 -16.26061 3.69989
Br -13.38221 -17.72507 4.90089
H -13.24263 -16.95010 1.82128
H -14.86999 -17.62517 2.21136
H -15.02404 -15.84015 4.05335
H -13.32270 -15.48512 3.79656
Br -20.90276 -19.84350 4.72674
C -19.85003 -19.11437 3.23245
C -18.87962 -20.23919 2.72597
Br -17.62138 -19.58061 1.31512
H -19.27756 -18.24554 3.55726
H -20.55989 -18.71720 2.50687
H -19.46213 -20.98709 2.18797
H -18.33672 -20.72323 3.53780
C -12.47484 -25.87486 2.40441
C -13.01576 -26.77428 3.49405
O -12.50660 -28.10314 3.50491
C -13.23489 -28.90252 4.39118
C -12.56744 -30.22273 4.31382
H -11.38602 -25.91653 2.37535
H -12.87528 -26.14654 1.42772
H -12.72290 -24.85549 2.70011
H -12.87847 -26.41883 4.51527
H -14.09382 -26.83621 3.34564
H -13.14456 -28.56449 5.42349
H -14.25702 -29.02138 4.03172
H -11.51268 -30.15586 4.58048
H -12.64858 -30.67446 3.32517
H -12.97522 -30.83979 5.11449
C -15.82138 -23.95478 8.94192
C -16.64539 -22.68939 9.06245
O -17.55799 -22.50074 8.00108
C -18.92582 -22.46036 8.36377
C -19.66076 -21.73851 7.29473
H -16.48356 -24.80738 8.79123
H -15.28412 -23.81070 8.00454
H -15.07235 -24.11351 9.71771
H -17.20275 -22.72892 9.99834
H -15.99302 -21.81734 9.10765
H -19.26673 -23.47007 8.59257
H -19.08460 -21.92021 9.29710
H -20.70614 -22.01009 7.44143
H -19.32865 -22.16713 6.34916
H -19.57194 -20.65368 7.35257
C -13.81415 -20.44766 3.18330
C -14.06647 -21.53673 4.18775
O -15.48715 -21.85051 4.22437
C -15.88401 -22.67107 5.27198
C -15.62965 -24.13967 5.08850
H -12.87948 -19.97259 3.48129
H -13.63261 -20.68403 2.13484
H -14.55029 -19.64478 3.22314
H -13.57847 -22.44608 3.83697
H -13.59857 -21.33287 5.15088
H -15.60956 -22.37461 6.28435
H -16.97327 -22.69153 5.23762
H -16.05216 -24.62143 5.97025
H -14.58111 -24.43154 5.02939
H -16.02774 -24.53809 4.15529
```

(3)
ORCA calculation (ωB97M-V with the def2-TZVPD basis set) on 8 unconnected molecules or ions with the total composition C41H58F2INO21.

orbital gap	0.3427	Ha
electronic energy	-3729.4182	a.u.
structure (SMILES)	CC[C@@H](I)[C@]1(N(C(=O)F)C(=O)F)OC(=O)O[C@@H]1CCCCOC=O.O=C1CCCO1.O=C1CCCO1.O=C1CCCO1.O=C1CCCO1.O=C1CCCO1.O=C1CCCO1.O=C1CCCO1

The geometry in XYZ format:
```
124
C41H58F2INO21, DFT ωB97M-V with the def2-TZVPD basis set
C -1.00512 0.89360 1.23853
C -1.55045 -0.40776 0.63211
C -1.22580 -0.61289 -0.85767
I -1.64357 -2.69575 -1.25052
C -1.90333 0.33360 -1.88650
N -3.21484 0.77730 -1.42905
C -4.24795 -0.22926 -1.25483
O -4.92139 -0.31236 -0.30825
F -4.40023 -0.99598 -2.33092
C -3.73013 1.90096 -2.15810
O -3.55095 3.02305 -1.88876
F -4.49025 1.53129 -3.20008
O -1.97455 -0.33538 -3.19890
C -0.74531 -0.21437 -3.77059
O -0.37893 -0.80677 -4.71760
O -0.00921 0.69253 -3.07609
C -0.98613 1.48533 -2.34782
C -0.38964 2.54505 -1.43292
C 1.08027 2.85027 -1.75365
C 1.64390 3.92417 -0.80965
C 2.46180 3.39954 0.36678
O 1.94199 2.14936 0.88928
C 2.68462 1.03077 0.67188
O 3.64903 0.73614 1.31116
H -0.80734 0.75845 2.30571
H -0.06727 1.19061 0.75205
H -1.71937 1.72224 1.12502
H -1.07451 -1.24269 1.15744
H -2.62140 -0.49855 0.83119
H -0.14418 -0.51364 -0.98651
H -1.53491 2.00408 -3.15117
H -0.51957 2.31653 -0.37475
H -0.95708 3.46622 -1.61938
H 1.68039 1.93369 -1.74900
H 1.11871 3.25041 -2.77716
H 0.82757 4.54629 -0.42970
H 2.29665 4.59472 -1.38607
H 3.52189 3.27966 0.10953
H 2.41307 4.11132 1.19868
H 2.30111 0.38447 -0.13499
O 3.16236 -1.79891 -0.36997
C 4.30291 -2.14117 -0.50096
O 4.67598 -3.43249 -0.35803
C 6.10507 -3.55882 -0.48882
C 6.54363 -2.32896 -1.27387
C 5.51273 -1.29218 -0.82739
H 6.53379 -3.58573 0.51550
H 6.31428 -4.49690 -0.99635
H 7.57645 -2.04972 -1.07694
H 6.43679 -2.52541 -2.34091
H 5.79922 -0.76434 0.08420
H 5.26041 -0.56095 -1.59107
O -4.03229 -4.60131 -0.28572
C -5.21811 -4.77867 -0.24204
O -5.92071 -4.60068 0.89563
C -7.29174 -4.99733 0.70674
C -7.52611 -4.91060 -0.79845
C -6.14131 -5.25260 -1.34475
H -7.40380 -6.01511 1.08505
H -7.91811 -4.32693 1.28967
H -8.31920 -5.57188 -1.13981
H -7.79001 -3.88875 -1.07430
H -5.99724 -6.32932 -1.45840
H -5.89119 -4.75813 -2.27970
O -0.33389 6.41643 0.16486
C -0.36108 7.18068 -0.76288
O 0.16317 6.85504 -1.96340
C 0.09276 7.98349 -2.85888
C -1.02225 8.86288 -2.30338
C -0.91365 8.58542 -0.80304
H 1.06180 8.48548 -2.84425
H -0.09690 7.60503 -3.86005
H -0.90713 9.91003 -2.57330
H -1.98596 8.51822 -2.68105
H -0.19775 9.24099 -0.30325
H -1.86688 8.63077 -0.28195
O 0.99388 9.78705 1.40709
C 0.83132 9.28638 2.48686
O 0.87932 10.01018 3.62492
C 0.77345 9.14403 4.77097
C 0.09065 7.88190 4.25385
C 0.58404 7.82867 2.80770
H 1.78201 8.94908 5.14137
H 0.21127 9.67053 5.53796
H 0.32444 6.99812 4.84303
H -0.99133 8.02053 4.26688
H 1.53365 7.29816 2.71369
H -0.13165 7.40470 2.10892
O -5.18129 -8.77544 1.08411
C -4.03330 -8.57692 1.36675
O -3.22160 -9.56561 1.81384
C -1.93438 -9.02951 2.17028
C -1.81219 -7.72563 1.38759
C -3.26845 -7.27265 1.31690
H -1.92071 -8.86629 3.25021
H -1.18019 -9.77023 1.91592
H -1.14118 -7.00730 1.85297
H -1.44146 -7.93318 0.38283
H -3.55881 -6.67202 2.18085
H -3.51086 -6.72644 0.41312
O 5.77629 -5.31109 -4.94600
C 4.71371 -5.12344 -4.42798
O 4.57983 -4.33477 -3.33536
C 3.22010 -4.35607 -2.85144
C 2.38562 -4.77875 -4.05658
C 3.35699 -5.68460 -4.81071
H 3.16504 -5.06804 -2.02707
H 2.97355 -3.36658 -2.47570
H 1.45066 -5.25674 -3.77325
H 2.14745 -3.90554 -4.66498
H 3.31365 -6.71956 -4.46582
H 3.23807 -5.66823 -5.89060
O 1.08493 -1.23168 2.44400
C 1.44976 -0.94577 3.54599
O 0.82823 -1.41340 4.65762
C 1.40996 -0.83285 5.83628
C 2.80937 -0.39118 5.41818
C 2.59585 -0.03846 3.94791
H 0.78699 0.00969 6.14527
H 1.40091 -1.58442 6.62183
H 3.19443 0.42499 6.02556
H 3.50034 -1.23117 5.50011
H 2.27257 0.99524 3.80833
H 3.45542 -0.21953 3.30834
```